{"formula": "C10H19N4", "method": "the ωB97M-V functional and the def2-TZVPD basis", "smiles": "C=C(C)n1nccc1N(C)C[NH+](C)C", "spin_multiplicity": 1, "e_lumo_ev": -2.9196, "charge": 1, "e_homo_ev": -11.936, "gap_ha": 0.331, "elements": ["C", "C", "C", "C", "C", "C", "C", "C", "C", "C", "N", "N", "N", "N", "H", "H", "H", "H", "H", "H", "H", "H", "H", "H", "H", "H", "H", "H", "H", "H", "H", "H", "H"], "positions_angstrom": [[0.71, -2.08, 0.22], [2.04, -2.64, 0.14], [0.89, -0.74, 0.17], [-1.01, 0.48, -0.67], [3.01, 0.69, -0.12], [2.63, 1.70, -0.93], [4.33, 0.56, 0.65], [0.25, 1.31, 1.37], [-2.54, -0.31, 1.09], [-3.30, -0.33, -1.30], [2.90, -1.69, 0.03], [2.23, -0.52, 0.07], [-0.01, 0.32, 0.37], [-2.15, -0.46, -0.34], [-0.11, -2.77, 0.25], [2.20, -3.63, -0.06], [-1.36, 1.47, -0.79], [1.72, 1.79, -1.48], [-0.71, 0.22, -1.79], [3.19, 2.61, -0.75], [4.16, 0.74, 1.71], [5.11, 1.29, 0.31], [4.67, -0.43, 0.67], [0.75, 0.97, 2.26], [0.93, 2.13, 1.09], [-0.63, 1.68, 1.72], [-3.42, -1.00, 1.11], [-1.75, -0.74, 1.76], [-2.89, 0.64, 1.35], [-2.95, -0.16, -2.32], [-3.80, -1.26, -1.10], [-3.84, 0.59, -1.12], [-1.73, -1.44, -0.47]]}


{"formula": "C4H7NO3P2", "method": "the ωB97M-V functional and the def2-TZVPD basis", "smiles": "Oc1cc(N=[PH2]P)c(O)o1", "spin_multiplicity": 1, "e_lumo_ev": [-0.7267, -0.7257], "e_homo_ev": [-6.962, -6.966], "gap_ha": [0.229, 0.229], "elements": ["C", "C", "C", "C", "N", "O", "O", "O", "P", "P", "H", "H", "H", "H", "H", "H", "H"], "positions_angstrom": [[2.01, -0.87, 0.64], [0.72, -0.39, 0.17], [2.93, 0.09, 0.26], [1.00, 0.83, -0.44], [-0.42, -1.14, 0.22], [2.29, 1.12, -0.39], [4.26, 0.14, 0.38], [0.09, 1.54, -1.21], [-1.95, -0.63, -0.10], [-4.13, 0.51, 0.41], [2.41, -1.61, 1.26], [4.56, 0.81, -0.31], [0.10, 2.48, -1.13], [-2.37, -0.12, -1.35], [-2.52, -2.00, -0.27], [-4.35, 0.18, 1.73], [-4.62, -0.92, 0.14]]}


{"formula": "C3H5NO3", "method": "the ωB97M-V functional and the def2-TZVPD basis", "smiles": "O=CCNC(=O)O", "spin_multiplicity": 1, "e_lumo_ev": 0.5772, "e_homo_ev": -9.919, "gap_ha": 0.386, "elements": ["O", "C", "C", "N", "C", "O", "O", "H", "H", "H", "H", "H"], "positions_angstrom": [[1.76, 0.20, 2.23], [1.62, -0.01, 1.06], [0.59, 0.73, 0.21], [0.04, -0.17, -0.81], [-1.26, -0.56, -0.87], [-1.98, -0.20, 0.23], [-1.73, -1.20, -1.77], [2.22, -0.78, 0.53], [-0.20, 1.01, 0.89], [1.10, 1.55, -0.30], [0.67, -0.75, -1.33], [-2.82, 0.19, -0.07]]}


{"formula": "C26H31BrCrNO4S", "method": "the ωB97M-V functional and the def2-TZVPD basis", "spin_multiplicity": 6, "e_lumo_ev": [0.1371, 0.1269], "e_homo_ev": [-4.465, -8.053], "gap_ha": [0.169, 0.301], "elements": ["Cr", "C", "C", "C", "C", "C", "C", "C", "C", "C", "C", "H", "H", "H", "H", "H", "H", "H", "H", "H", "H", "H", "H", "H", "H", "O", "N", "C", "C", "C", "C", "C", "H", "H", "H", "H", "H", "O", "S", "C", "C", "C", "C", "H", "H", "H", "H", "H", "H", "H", "H", "Br", "C", "C", "C", "C", "C", "C", "C", "O", "O", "H", "H", "H", "H"], "positions_angstrom": [[0.17, 0.08, 0.00], [2.25, 2.81, 0.49], [0.84, 3.21, 0.95], [0.94, 4.23, 2.09], [-0.03, 2.06, 1.42], [-1.42, 2.24, 1.48], [-2.25, 1.34, 2.12], [-1.73, 0.19, 2.70], [-2.64, -0.82, 3.34], [-0.35, 0.00, 2.68], [0.50, 0.93, 2.08], [2.68, 3.60, -0.12], [2.25, 1.89, -0.09], [2.91, 2.66, 1.35], [0.33, 3.69, 0.11], [1.40, 3.76, 2.96], [-0.05, 4.59, 2.39], [1.54, 5.08, 1.79], [-1.84, 3.14, 1.03], [-3.31, 1.52, 2.15], [-3.10, -1.45, 2.58], [-3.45, -0.33, 3.89], [-2.10, -1.47, 4.03], [0.08, -0.84, 3.21], [1.56, 0.88, 2.29], [0.15, 0.05, -2.03], [1.09, -0.58, -2.78], [1.10, -1.97, -2.79], [2.22, -2.65, -3.16], [3.40, -1.98, -3.49], [3.40, -0.57, -3.39], [2.27, 0.10, -3.03], [0.17, -2.43, -2.50], [2.18, -3.73, -3.17], [4.30, -2.52, -3.75], [4.30, 0.00, -3.59], [2.22, 1.17, -2.89], [-1.91, 0.13, -0.46], [-2.42, -0.03, -1.89], [-4.21, 0.34, -1.66], [-4.56, 1.47, -2.63], [-3.38, 2.43, -2.54], [-2.14, 1.58, -2.72], [-4.34, 0.65, -0.62], [-4.78, -0.57, -1.84], [-5.51, 1.94, -2.37], [-4.65, 1.08, -3.65], [-3.38, 2.90, -1.55], [-3.43, 3.22, -3.29], [-1.23, 2.00, -2.28], [-1.95, 1.34, -3.76], [0.33, -6.11, 3.47], [1.11, -4.71, 2.45], [0.32, -4.02, 1.55], [0.88, -2.98, 0.83], [2.22, -2.62, 0.99], [3.00, -3.37, 1.86], [2.46, -4.40, 2.60], [2.84, -1.43, 0.28], [4.04, -1.44, 0.07], [2.06, -0.43, 0.01], [-0.72, -4.29, 1.42], [0.27, -2.45, 0.10], [4.05, -3.11, 1.97], [3.06, -4.97, 3.30]]}


{"formula": "C2H8N2O", "method": "the ωB97M-V functional and the def2-TZVPD basis", "smiles": "C=O.NCN", "spin_multiplicity": 1, "e_lumo_ev": 0.7053, "e_homo_ev": -8.750, "gap_ha": 0.347, "elements": ["O", "C", "H", "H", "N", "C", "N", "H", "H", "H", "H", "H", "H"], "positions_angstrom": [[-0.59, 2.20, -4.85], [-1.23, 1.21, -5.12], [-1.88, 0.76, -4.39], [-0.99, 0.61, -6.06], [-0.31, -0.78, 3.31], [0.52, -1.14, 2.16], [1.15, 0.00, 1.44], [-1.05, -0.28, 2.99], [0.20, -0.27, 3.94], [0.17, -1.88, 1.34], [1.56, -1.59, 2.49], [1.62, 0.60, 2.07], [0.83, 0.57, 0.66]]}


{"formula": "C41H42NO8PS2Ti", "method": "the ωB97M-V functional and the def2-TZVPD basis", "spin_multiplicity": 1, "e_lumo_ev": -0.2393, "e_homo_ev": -7.452, "gap_ha": 0.265, "elements": ["Ti", "O", "C", "O", "C", "P", "C", "C", "C", "C", "C", "C", "C", "C", "C", "C", "C", "C", "H", "H", "H", "H", "H", "H", "H", "H", "H", "H", "H", "H", "O", "C", "O", "C", "C", "C", "C", "C", "C", "S", "H", "H", "H", "H", "C", "C", "N", "O", "H", "H", "H", "H", "H", "C", "C", "C", "C", "C", "C", "C", "C", "C", "C", "O", "O", "H", "H", "H", "H", "H", "H", "H", "H", "H", "H", "H", "C", "C", "C", "C", "C", "C", "C", "S", "C", "O", "H", "H", "H", "H", "H", "H", "H", "H", "H", "H"], "positions_angstrom": [[0.67, 0.37, 0.05], [-1.04, 1.75, 3.40], [-0.80, 1.76, 2.22], [0.28, 1.17, 1.69], [-1.72, 2.37, 1.17], [-2.08, 1.01, -0.03], [-2.69, 1.75, -1.55], [-2.52, 3.09, -1.88], [-2.91, 3.57, -3.12], [-3.48, 2.71, -4.05], [-3.66, 1.37, -3.73], [-3.26, 0.89, -2.50], [-3.53, 0.31, 0.81], [-3.30, -0.50, 1.92], [-4.37, -0.99, 2.67], [-5.67, -0.69, 2.30], [-5.90, 0.11, 1.19], [-4.84, 0.62, 0.45], [-1.15, 3.16, 0.66], [-2.62, 2.76, 1.64], [-2.06, 3.77, -1.17], [-2.76, 4.61, -3.36], [-3.78, 3.09, -5.02], [-4.11, 0.70, -4.45], [-3.38, -0.16, -2.26], [-2.29, -0.75, 2.21], [-4.17, -1.61, 3.54], [-6.50, -1.07, 2.87], [-6.92, 0.36, 0.91], [-5.04, 1.26, -0.40], [3.60, 0.23, -1.88], [3.26, 0.89, -0.94], [2.48, 0.38, 0.07], [3.59, 2.31, -0.66], [4.89, 2.71, -0.41], [5.16, 4.04, -0.12], [4.11, 4.95, -0.09], [2.81, 4.55, -0.35], [2.52, 3.22, -0.63], [0.88, 2.71, -1.04], [5.69, 1.98, -0.45], [6.17, 4.36, 0.09], [4.31, 5.99, 0.13], [2.00, 5.27, -0.33], [-1.96, -4.07, 0.17], [-2.90, -2.97, -0.25], [-4.19, -3.11, 0.12], [-2.53, -1.99, -0.88], [-2.32, -5.03, -0.20], [-1.92, -4.12, 1.26], [-0.97, -3.87, -0.21], [-4.47, -3.84, 0.76], [-4.80, -2.32, 0.00], [4.77, -0.41, 5.05], [3.83, -0.99, 4.02], [2.46, -0.99, 4.22], [1.59, -1.48, 3.25], [0.12, -1.52, 3.58], [2.11, -1.99, 2.06], [3.50, -2.05, 1.86], [4.11, -2.61, 0.60], [4.33, -1.55, 2.84], [1.21, -2.39, 0.94], [1.25, -3.48, 0.40], [0.35, -1.46, 0.52], [4.23, -0.10, 5.94], [5.29, 0.46, 4.65], [5.53, -1.14, 5.34], [2.06, -0.59, 5.14], [-0.19, -0.59, 4.07], [-0.08, -2.35, 4.26], [-0.49, -1.66, 2.69], [3.99, -1.91, -0.23], [3.64, -3.54, 0.30], [5.17, -2.78, 0.74], [5.41, -1.57, 2.68], [0.88, 1.14, -8.24], [0.59, 0.57, -6.88], [-0.58, -0.14, -6.64], [-0.85, -0.64, -5.37], [0.07, -0.45, -4.36], [1.25, 0.26, -4.57], [1.49, 0.76, -5.84], [-0.32, -1.08, -2.76], [0.72, -2.52, -2.71], [0.42, -0.09, -1.85], [0.07, 0.94, -8.94], [1.79, 0.70, -8.66], [1.04, 2.22, -8.19], [-1.30, -0.28, -7.44], [-1.78, -1.17, -5.18], [1.94, 0.43, -3.76], [2.40, 1.33, -6.01], [1.74, -2.22, -2.97], [0.32, -3.24, -3.43], [0.68, -2.93, -1.70]]}


Electronic energy values, unit a.u., following the record order: -611.114033, -1119.644187, -397.794501, -5381.679721, -265.672239, -4231.689286.
ΔE to the lowest compared entry with this formula, charge and spin values, unit kcal/mol, following the record order: 56.8, 55.6, 26.5, 13.2, 69.6, 0.0.